The following is a quantum chemistry calculation of a structure of composition C12H14CaF5IN2OTe, from the Open Molecules 2025 dataset.

HOMO-LUMO gap (alpha / beta) = 6.6623 / 6.9583 eV
HOMO energy (alpha / beta) = -7.773 / -8.070 eV

Positions of all 37 atoms, in Å:
1 C 2.22428 1.53799 2.45147
2 C 2.89833 2.09068 -0.55226
3 H 1.50220 2.31678 2.72255
4 H 3.24530 1.82205 2.19737
5 H 2.02086 0.51921 2.76388
6 H 2.26724 2.20419 -1.43636
7 H 3.22866 2.97809 -0.02179
8 H 3.60994 1.25188 -0.59592
9 C -1.64844 -0.13479 2.39270
10 C -2.94647 -0.14895 2.91880
11 C -4.02551 -0.32552 2.03440
12 C -3.78029 -0.44458 0.66110
13 H -0.76625 0.01908 3.02783
14 H -3.07919 -0.02171 3.99571
15 H -5.04808 -0.34557 2.42450
16 H -4.58199 -0.56125 -0.06093
17 N -1.43126 -0.30098 1.07463
18 C -2.45200 -0.39032 0.18982
19 C -2.10541 -0.34464 -1.28604
20 N -0.80929 -0.16623 -1.63715
21 C -0.43514 0.07541 -2.89778
22 C -2.70808 -0.18839 -3.63754
23 C -1.36127 0.08396 -3.93839
24 H 0.62521 0.27957 -3.06973
25 H -1.02562 0.28883 -4.95065
26 C -3.09030 -0.40510 -2.30419
27 H -4.12124 -0.61527 -2.01981
28 H -3.46070 -0.21616 -4.44180
29 Ca 0.76292 0.32378 0.19852
30 I 0.05178 3.12033 0.03751
31 F 3.23578 -2.55789 2.27223
32 Te 3.71749 -2.05726 0.52265
33 F 5.51336 -2.64397 0.89573
34 F 4.26637 -0.37910 1.23901
35 F 4.33262 -1.42279 -1.15008
36 F 3.37219 -3.75075 -0.19025
37 O 2.00198 -1.49061 0.17025

Forces on atoms 1 to 2 (eV/Å):
-0.1 0.5 0.2
1.0 -0.6 -0.7